1.
{
  "formula": "C23H29N3O2",
  "method": "ωB97M-V/def2-TZVPD",
  "e_tot_ha": -1208.6033,
  "spin_multiplicity": 1,
  "homo_ev": -9.05,
  "e_above_lowest_ev": 1.584,
  "smiles": "CC(=O)[C@H](Cc1ccccc1)NC(=O)CN1CCN(Cc2ccccc2)CC1",
  "species": ["C", "C", "O", "C", "C", "C", "C", "C", "C", "C", "C", "N", "C", "O", "C", "N", "C", "C", "N", "C", "C", "C", "C", "C", "C", "C", "C", "C", "H", "H", "H", "H", "H", "H", "H", "H", "H", "H", "H", "H", "H", "H", "H", "H", "H", "H", "H", "H", "H", "H", "H", "H", "H", "H", "H", "H", "H"],
  "xyz": [[-3.30, 0.83, 2.02], [-2.56, 0.14, 3.13], [-3.11, -0.39, 4.07], [-1.03, 0.14, 3.04], [-0.48, 0.93, 4.25], [1.01, 0.83, 4.30], [1.81, 1.86, 3.83], [3.19, 1.75, 3.83], [3.79, 0.59, 4.30], [3.00, -0.44, 4.77], [1.63, -0.33, 4.77], [-0.48, 0.63, 1.80], [-0.40, 1.91, 1.40], [-0.97, 2.85, 1.93], [0.51, 2.10, 0.19], [0.63, 0.87, -0.58], [-0.52, 0.67, -1.44], [-0.42, -0.70, -2.11], [0.79, -0.77, -2.90], [0.88, -2.00, -3.66], [-0.18, -2.05, -4.72], [-0.95, -3.19, -4.93], [-1.91, -3.22, -5.93], [-2.12, -2.11, -6.73], [-1.36, -0.97, -6.52], [-0.40, -0.94, -5.53], [1.94, -0.57, -2.04], [1.85, 0.80, -1.37], [-3.01, 1.87, 2.01], [-4.37, 0.74, 2.18], [-3.03, 0.39, 1.06], [-0.71, -0.91, 3.15], [-0.93, 0.50, 5.15], [-0.79, 1.97, 4.16], [1.34, 2.77, 3.47], [3.79, 2.56, 3.46], [4.86, 0.50, 4.29], [3.47, -1.34, 5.15], [1.02, -1.14, 5.15], [0.07, 0.00, 1.23], [0.15, 2.95, -0.40], [1.50, 2.36, 0.59], [-1.43, 0.73, -0.84], [-0.57, 1.44, -2.23], [-1.28, -0.85, -2.77], [-0.44, -1.48, -1.33], [1.86, -2.03, -4.14], [0.80, -2.89, -3.01], [-0.79, -4.06, -4.31], [-2.49, -4.12, -6.08], [-2.87, -2.14, -7.50], [-1.52, -0.10, -7.14], [0.19, -0.05, -5.36], [2.85, -0.61, -2.64], [2.00, -1.34, -1.25], [2.71, 0.95, -0.71], [1.86, 1.58, -2.15]]
}



2.
{
  "formula": "C23H29N3O3",
  "method": "ωB97M-V/def2-TZVPD",
  "e_tot_ha": -1283.8349,
  "spin_multiplicity": 1,
  "homo_ev": -9.25,
  "e_above_lowest_ev": 2.749,
  "species": ["C", "C", "C", "N", "C", "O", "C", "C", "C", "C", "N", "C", "O", "C", "C", "N", "C", "O", "C", "C", "C", "C", "C", "C", "C", "C", "C", "C", "C", "H", "H", "H", "H", "H", "H", "H", "H", "H", "H", "H", "H", "H", "H", "H", "H", "H", "H", "H", "H", "H", "H", "H", "H", "H", "H", "H", "H", "H"],
  "xyz": [[-0.34, -0.34, 2.61], [-0.81, -0.60, 1.19], [-0.76, -2.08, 0.78], [-0.66, -2.02, -0.68], [-0.73, -3.06, -1.54], [-0.66, -2.90, -2.75], [-0.91, -4.43, -0.91], [-0.92, -5.54, -1.95], [0.45, -5.83, -2.58], [0.99, -7.04, -1.80], [-0.21, -7.66, -1.29], [-1.30, -6.85, -1.26], [-2.37, -7.10, -0.75], [-0.47, -0.65, -1.17], [0.01, 0.08, 0.08], [1.44, -0.11, 0.25], [2.24, 0.84, 0.79], [1.81, 1.89, 1.25], [3.70, 0.51, 0.80], [4.82, 1.35, 0.13], [5.54, 0.17, 0.84], [7.00, -0.10, 0.88], [7.50, -1.34, 0.50], [8.87, -1.60, 0.54], [9.74, -0.61, 0.97], [9.25, 0.63, 1.35], [7.89, 0.88, 1.30], [4.43, -0.76, 0.28], [4.60, 0.45, 2.05], [0.69, -0.68, 2.74], [-0.37, 0.73, 2.83], [-0.97, -0.87, 3.33], [-1.84, -0.26, 1.07], [0.12, -2.57, 1.21], [-1.64, -2.63, 1.10], [-0.12, -4.59, -0.17], [-1.86, -4.45, -0.35], [-1.67, -5.30, -2.70], [0.33, -6.09, -3.63], [1.12, -4.97, -2.53], [1.55, -7.73, -2.45], [1.66, -6.74, -0.99], [-0.23, -8.54, -0.79], [0.25, -0.63, -1.99], [-1.41, -0.23, -1.54], [-0.17, 1.16, 0.05], [1.87, -0.92, -0.16], [4.84, 1.34, -0.96], [4.97, 2.35, 0.54], [6.82, -2.11, 0.16], [9.25, -2.57, 0.24], [10.81, -0.81, 1.00], [9.93, 1.41, 1.68], [7.51, 1.85, 1.60], [4.25, -1.68, 0.84], [4.44, -0.91, -0.80], [4.75, 1.39, 2.58], [4.43, -0.39, 2.73]]
}



3.
{
  "formula": "C23H29N3O5S",
  "method": "ωB97M-V/def2-TZVPD",
  "e_tot_ha": -1831.7392,
  "spin_multiplicity": 1,
  "homo_ev": -8.86,
  "e_above_lowest_ev": 22.168,
  "smiles": "CCOc1ccc(S(=O)(=O)N(CC)CC)cc1NC(=O)c1ccc(N2CCCC2=O)cc1",
  "species": ["C", "C", "O", "C", "C", "C", "C", "S", "O", "O", "N", "C", "C", "C", "C", "C", "C", "N", "C", "O", "C", "C", "C", "C", "N", "C", "C", "C", "C", "O", "C", "C", "H", "H", "H", "H", "H", "H", "H", "H", "H", "H", "H", "H", "H", "H", "H", "H", "H", "H", "H", "H", "H", "H", "H", "H", "H", "H", "H", "H", "H"],
  "xyz": [[-1.82, -1.68, -2.49], [-0.82, -2.91, -2.47], [-0.18, -3.10, -1.42], [0.86, -2.26, -1.12], [1.33, -1.47, -2.01], [2.57, -0.62, -2.11], [3.24, -0.75, -0.90], [4.73, 0.26, -0.48], [5.06, 0.90, -1.65], [5.76, -0.63, 0.43], [4.08, 1.54, 0.69], [3.29, 2.42, -0.16], [1.83, 2.10, 0.01], [3.94, 1.28, 1.91], [4.47, 2.47, 2.67], [2.86, -1.65, 0.19], [1.57, -2.09, 0.06], [1.05, -3.01, 0.98], [-0.08, -3.36, 1.49], [-0.38, -3.98, 2.41], [-1.05, -2.10, 1.11], [-0.71, -0.79, 1.24], [-1.50, 0.06, 0.84], [-2.92, -0.14, 0.65], [-3.80, 1.02, 0.26], [-5.19, 0.71, 0.49], [-5.75, 1.99, 0.27], [-4.70, 2.83, -0.72], [-3.55, 2.10, -0.31], [-2.40, 2.56, -1.10], [-3.20, -1.30, 0.69], [-2.42, -2.34, 1.20], [-2.39, -1.61, -3.50], [-1.15, -0.77, -2.24], [-2.52, -1.74, -1.84], [-0.16, -2.91, -3.36], [-1.54, -3.84, -2.42], [0.82, -1.24, -3.06], [2.97, -0.06, -2.82], [3.79, 3.30, 0.24], [3.68, 2.52, -1.34], [1.48, 1.32, -0.43], [1.74, 2.30, 1.01], [1.42, 2.87, -0.56], [3.17, 0.82, 2.22], [4.80, 0.49, 2.29], [5.45, 2.82, 2.38], [3.92, 3.29, 2.48], [4.52, 2.06, 3.86], [3.39, -1.69, 1.38], [1.84, -3.76, 1.30], [0.43, -0.29, 1.34], [-1.24, 1.18, 0.68], [-5.40, 0.43, 1.36], [-5.68, 0.06, -0.47], [-6.76, 2.34, -0.11], [-5.80, 2.65, 1.34], [-4.61, 3.91, -0.55], [-5.11, 2.51, -1.77], [-4.46, -1.58, 0.77], [-2.76, -3.41, 1.13]]
}



4.
{
  "formula": "C23H29N3O6S",
  "method": "ωB97M-V/def2-TZVPD",
  "e_tot_ha": -1907.7481,
  "spin_multiplicity": 1,
  "homo_ev": -8.76,
  "e_above_lowest_ev": 1.348,
  "smiles": "COc1ccc(S(=O)(=O)NCC(=O)N(CC(=O)NC[C@H]2CCCO2)Cc2ccccc2)cc1",
  "species": ["C", "O", "C", "C", "C", "C", "S", "O", "O", "N", "C", "C", "O", "N", "C", "C", "O", "N", "C", "C", "C", "C", "C", "O", "C", "C", "C", "C", "C", "C", "C", "C", "C", "H", "H", "H", "H", "H", "H", "H", "H", "H", "H", "H", "H", "H", "H", "H", "H", "H", "H", "H", "H", "H", "H", "H", "H", "H", "H", "H", "H", "H"],
  "xyz": [[-1.20, -4.12, 5.85], [-1.39, -2.73, 6.04], [-1.24, -1.90, 4.98], [-0.89, -2.30, 3.69], [-0.77, -1.36, 2.69], [-0.99, -0.03, 2.96], [-0.78, 1.21, 1.70], [-0.58, 0.54, 0.44], [-1.83, 2.18, 1.79], [0.66, 1.93, 2.22], [1.79, 1.39, 1.50], [1.72, 1.90, 0.05], [1.07, 2.91, -0.17], [2.39, 1.25, -0.92], [2.28, 1.74, -2.27], [1.25, 1.02, -3.15], [1.51, 0.72, -4.30], [0.07, 0.80, -2.56], [-1.08, 0.33, -3.30], [-2.27, 1.30, -3.15], [-2.90, 1.26, -1.75], [-3.02, 2.73, -1.35], [-1.89, 3.36, -2.16], [-1.86, 2.64, -3.39], [3.19, 0.05, -0.76], [2.58, -1.12, -1.51], [3.27, -1.73, -2.55], [2.70, -2.78, -3.24], [1.44, -3.23, -2.90], [0.75, -2.62, -1.87], [1.31, -1.57, -1.17], [-1.33, 0.39, 4.24], [-1.46, -0.54, 5.24], [-0.18, -4.34, 5.53], [-1.91, -4.53, 5.13], [-1.38, -4.57, 6.83], [-0.72, -3.34, 3.46], [-0.51, -1.66, 1.68], [0.58, 2.92, 2.05], [2.71, 1.72, 1.97], [1.71, 0.30, 1.56], [1.98, 2.80, -2.22], [3.25, 1.67, -2.77], [-0.08, 1.04, -1.59], [-0.77, 0.27, -4.34], [-1.38, -0.66, -2.95], [-3.00, 1.05, -3.93], [-2.25, 0.74, -1.05], [-3.87, 0.75, -1.76], [-3.98, 3.14, -1.66], [-2.89, 2.88, -0.28], [-0.93, 3.26, -1.63], [-2.06, 4.41, -2.41], [3.29, -0.19, 0.29], [4.19, 0.26, -1.16], [4.25, -1.37, -2.83], [3.24, -3.24, -4.06], [0.99, -4.05, -3.45], [-0.24, -2.97, -1.60], [0.76, -1.08, -0.39], [-1.51, 1.44, 4.41], [-1.74, -0.26, 6.25]]
}



5.
{
  "formula": "C23H29N3O6S",
  "method": "ωB97M-V/def2-TZVPD",
  "e_tot_ha": -1907.7532,
  "spin_multiplicity": 1,
  "homo_ev": -8.43,
  "e_above_lowest_ev": 1.209,
  "smiles": "CCOC(=O)N1CCN(C(=O)CN(c2ccc(OCc3ccccc3)cc2)S(C)(=O)=O)CC1",
  "species": ["C", "C", "O", "C", "O", "N", "C", "C", "N", "C", "O", "C", "N", "C", "C", "C", "C", "O", "C", "C", "C", "C", "C", "C", "C", "C", "C", "S", "C", "O", "O", "C", "C", "H", "H", "H", "H", "H", "H", "H", "H", "H", "H", "H", "H", "H", "H", "H", "H", "H", "H", "H", "H", "H", "H", "H", "H", "H", "H", "H", "H", "H"],
  "xyz": [[-1.33, 1.00, -2.82], [-0.45, 2.24, -2.84], [0.21, 2.48, -1.60], [-0.54, 3.03, -0.62], [-1.73, 3.21, -0.70], [0.20, 3.40, 0.44], [-0.44, 4.03, 1.58], [-0.47, 3.05, 2.77], [0.63, 2.12, 2.64], [0.60, 0.78, 2.86], [1.61, 0.11, 2.85], [-0.77, 0.15, 3.12], [-1.61, 0.20, 1.93], [-1.31, -0.71, 0.89], [-0.11, -0.59, 0.20], [0.22, -1.46, -0.83], [-0.68, -2.45, -1.21], [-0.48, -3.34, -2.22], [0.72, -3.27, -2.97], [1.97, -3.60, -2.19], [3.19, -3.08, -2.58], [4.34, -3.40, -1.88], [4.28, -4.23, -0.78], [3.06, -4.75, -0.38], [1.91, -4.44, -1.08], [-1.89, -2.57, -0.52], [-2.19, -1.72, 0.52], [-3.23, 0.56, 2.22], [-3.78, 1.15, 0.61], [-3.22, 1.65, 3.15], [-4.01, -0.59, 2.60], [1.83, 2.72, 2.11], [1.60, 3.07, 0.63], [-0.75, 0.13, -2.52], [-2.15, 1.13, -2.12], [-1.73, 0.83, -3.82], [0.36, 2.14, -3.57], [-1.06, 3.12, -3.09], [-1.45, 4.31, 1.29], [0.13, 4.93, 1.83], [-0.36, 3.61, 3.70], [-1.42, 2.53, 2.79], [-1.30, 0.66, 3.92], [-0.59, -0.89, 3.42], [0.59, 0.18, 0.48], [1.17, -1.35, -1.31], [0.58, -4.01, -3.76], [0.81, -2.28, -3.44], [3.24, -2.43, -3.44], [5.29, -2.99, -2.20], [5.17, -4.47, -0.23], [3.00, -5.40, 0.48], [0.95, -4.85, -0.78], [-2.57, -3.35, -0.81], [-3.12, -1.85, 1.06], [-4.78, 1.56, 0.76], [-3.81, 0.32, -0.07], [-3.10, 1.93, 0.27], [2.06, 3.62, 2.69], [2.65, 2.00, 2.22], [1.84, 2.22, -0.01], [2.23, 3.91, 0.34]]
}



6.
{
  "formula": "C23H29N4",
  "method": "ωB97M-V/def2-TZVPD",
  "e_tot_ha": -1112.5894,
  "spin_multiplicity": 1,
  "homo_ev": -9.95,
  "e_above_lowest_ev": 0.482,
  "total_charge": 1,
  "species": ["C", "N", "C", "C", "C", "C", "C", "C", "C", "N", "C", "C", "C", "C", "C", "C", "C", "C", "C", "C", "C", "C", "C", "C", "H", "H", "H", "H", "H", "H", "H", "H", "H", "H", "H", "H", "H", "H", "H", "H", "H", "H", "H", "H", "H", "H", "H", "C", "N", "N", "H", "H", "H", "H", "H", "H"],
  "xyz": [[-3.72, -0.63, -4.78], [-2.85, -0.30, -3.66], [-1.77, -1.02, -3.25], [-1.24, -0.45, -2.05], [-0.16, -0.94, -1.33], [0.52, -0.23, -0.29], [0.78, 1.17, -0.34], [1.25, 1.89, 0.76], [1.55, 1.17, 1.96], [1.98, 1.84, 3.07], [2.42, 3.22, 3.02], [1.52, 4.02, 2.11], [1.43, 3.37, 0.72], [2.53, 1.13, 4.21], [1.73, -0.11, 4.50], [1.65, -0.99, 3.26], [1.37, -0.24, 2.01], [0.94, -0.92, 0.88], [-2.12, 0.70, -1.74], [-2.27, 1.60, -0.69], [-3.28, 2.58, -0.76], [-4.22, 2.60, -1.80], [-4.12, 1.67, -2.83], [-3.07, 0.77, -2.79], [-4.53, 0.10, -4.81], [-3.17, -0.60, -5.73], [-4.15, -1.63, -4.65], [-1.42, -1.89, -3.80], [0.14, -1.97, -1.54], [0.53, 1.70, -1.27], [2.40, 3.61, 4.04], [3.47, 3.27, 2.67], [0.52, 4.08, 2.55], [1.91, 5.04, 2.04], [2.37, 3.60, 0.18], [0.62, 3.84, 0.14], [3.58, 0.87, 4.00], [2.53, 1.82, 5.06], [2.20, -0.66, 5.32], [0.72, 0.18, 4.82], [2.60, -1.54, 3.15], [0.87, -1.75, 3.40], [0.80, -2.01, 0.93], [-1.63, 1.54, 0.18], [-3.36, 3.33, 0.02], [-5.03, 3.34, -1.82], [-4.83, 1.62, -3.65], [1.77, -6.16, -0.80], [1.77, -4.83, -1.42], [0.48, -4.44, -1.85], [2.77, -6.31, -0.39], [1.03, -6.17, 0.01], [1.55, -6.97, -1.50], [2.36, -4.81, -2.24], [-0.19, -4.60, -1.10], [0.48, -3.47, -2.15]]
}



7.
{
  "formula": "C23H29N5",
  "method": "ωB97M-V/def2-TZVPD",
  "e_tot_ha": -1166.8280,
  "spin_multiplicity": 1,
  "homo_ev": -7.00,
  "species": ["C", "H", "H", "H", "C", "N", "C", "C", "C", "C", "C", "N", "C", "N", "C", "N", "H", "C", "C", "C", "C", "C", "C", "C", "H", "H", "H", "H", "H", "H", "H", "N", "C", "H", "C", "C", "C", "H", "C", "H", "H", "H", "H", "H", "H", "H", "H", "C", "C", "H", "H", "H", "H", "H", "H", "H", "H"],
  "xyz": [[3.68, 4.52, -0.02], [3.55, 4.81, 0.91], [4.25, 3.63, -0.11], [4.41, 5.20, -0.54], [2.39, 4.35, -1.13], [1.23, 3.58, -0.50], [1.48, 2.12, -0.50], [0.36, 1.43, -0.39], [-0.75, 1.97, 0.31], [-1.76, 1.08, 0.73], [-2.87, 1.91, 1.53], [-3.69, 2.34, 2.08], [-1.75, -0.41, 0.23], [-0.67, -0.64, -0.23], [0.34, 0.01, -0.68], [1.32, -0.61, -1.07], [2.30, -0.25, -1.16], [1.43, -2.07, -1.27], [2.38, -2.54, -0.31], [3.46, -3.22, -0.40], [4.19, -3.83, 0.42], [3.67, -3.66, 1.97], [2.57, -3.02, 2.15], [1.77, -2.53, 1.24], [0.89, -1.93, 1.03], [2.30, -3.05, 3.10], [4.38, -4.37, 2.61], [5.22, -4.14, 0.26], [3.77, -3.36, -1.42], [1.95, -2.27, -2.25], [0.46, -2.27, -1.38], [-2.80, -1.15, 0.49], [-4.13, -0.73, 0.62], [-4.32, 0.13, 0.91], [-4.78, -1.01, -0.80], [-4.50, -2.18, -1.25], [-3.04, -2.75, -1.36], [-2.93, -3.79, -1.19], [-2.59, -2.46, 0.25], [-1.62, -2.62, 0.41], [-3.05, -3.20, 1.10], [-2.63, -2.07, -1.64], [-5.00, -2.53, -2.28], [-5.18, -3.19, -0.63], [-5.91, -0.62, -0.87], [-4.08, -0.32, -1.50], [-4.60, -1.54, 1.34], [-0.56, 3.25, 0.83], [0.75, 4.06, 0.64], [1.18, 3.61, 1.62], [0.71, 5.10, 0.83], [-1.30, 3.99, 0.02], [-0.95, 3.59, 1.68], [2.50, 1.86, 0.05], [1.94, 1.99, -1.60], [2.01, 5.64, -0.80], [2.61, 4.18, -2.06]]
}



8.
{
  "formula": "C23H29N5O2S2",
  "method": "ωB97M-V/def2-TZVPD",
  "e_tot_ha": -2114.5170,
  "spin_multiplicity": 1,
  "homo_ev": -7.97,
  "smiles": "NS(=O)(=O)c1ccc(CCNc2nc(CN3CCCCC3)nc3sc4c(c23)CCC4)cc1",
  "species": ["N", "S", "O", "O", "C", "C", "C", "C", "C", "C", "N", "C", "N", "C", "C", "N", "C", "C", "C", "C", "C", "N", "C", "S", "C", "C", "C", "C", "C", "C", "C", "C", "H", "H", "H", "H", "H", "H", "H", "H", "H", "H", "H", "H", "H", "H", "H", "H", "H", "H", "H", "H", "H", "H", "H", "H", "H", "H", "H", "H", "H"],
  "xyz": [[-2.46, 0.80, -1.71], [-2.87, -0.82, -1.56], [-3.82, -1.02, -0.50], [-3.21, -1.28, -2.87], [-1.31, -1.50, -1.04], [-0.16, -1.12, -1.69], [1.07, -1.55, -1.20], [1.13, -2.37, -0.08], [2.43, -2.61, 0.62], [2.72, -1.40, 1.54], [1.55, -0.99, 2.28], [0.77, 0.02, 1.83], [1.35, 0.99, 1.13], [0.61, 2.01, 0.70], [1.33, 3.16, 0.02], [1.61, 2.96, -1.39], [2.58, 1.91, -1.63], [3.01, 1.93, -3.10], [1.79, 1.75, -4.00], [0.76, 2.83, -3.67], [0.41, 2.78, -2.19], [-0.70, 2.12, 0.82], [-1.29, 1.16, 1.52], [-3.01, 1.11, 1.78], [-2.81, -0.33, 2.71], [-1.53, -0.75, 2.82], [-0.62, 0.08, 2.12], [-1.45, -1.95, 3.72], [-2.93, -2.39, 3.84], [-3.79, -1.18, 3.44], [-0.06, -2.82, 0.49], [-1.28, -2.38, 0.02], [-2.55, 1.32, -0.86], [-2.98, 1.23, -2.46], [-0.23, -0.47, -2.55], [1.98, -1.24, -1.68], [2.37, -3.52, 1.22], [3.25, -2.72, -0.09], [3.52, -1.66, 2.25], [3.03, -0.54, 0.95], [1.07, -1.72, 2.78], [0.70, 4.04, 0.11], [2.28, 3.32, 0.53], [3.44, 2.09, -0.99], [2.16, 0.92, -1.38], [3.48, 2.89, -3.31], [3.74, 1.14, -3.28], [2.09, 1.82, -5.05], [1.36, 0.76, -3.84], [1.18, 3.81, -3.90], [-0.14, 2.69, -4.26], [-0.28, 3.58, -1.94], [-0.09, 1.82, -1.95], [-1.04, -1.67, 4.69], [-0.83, -2.76, 3.32], [-3.12, -3.21, 3.14], [-3.16, -2.75, 4.84], [-4.18, -0.65, 4.32], [-4.64, -1.45, 2.82], [-0.02, -3.51, 1.32], [-2.21, -2.67, 0.48]]
}